Molecular formula: C63H57N11O21
Method: DFT, ωB97M-V/def2-TZVPD

```
152
Properties=species:S:1:pos:R:3:lowdin_charge:R:1
O 5.200 0.379 3.566 0.0763
N 4.491 0.928 4.398 -0.3330
O 3.330 0.675 4.581 0.0674
C 5.058 1.969 5.311 -0.1251
C 4.412 2.351 6.541 0.0181
C 5.009 3.401 7.195 -0.0893
C 6.232 3.965 6.862 -0.0684
C 6.865 3.487 5.733 -0.0522
C 6.263 2.465 4.973 -0.0187
H 3.530 1.846 6.883 0.1104
H 4.545 3.755 8.125 0.1151
H 6.646 4.784 7.420 0.1069
H 7.833 3.877 5.473 0.1053
H 6.764 2.181 4.033 0.1172
O 4.408 2.456 1.027 0.0680
N 5.538 2.733 1.353 -0.3168
O 6.472 1.949 1.514 0.0632
C 5.811 4.148 1.806 -0.1393
C 7.085 4.537 2.130 -0.0140
C 7.281 5.870 2.527 -0.0579
C 6.221 6.748 2.680 -0.0654
C 4.950 6.315 2.331 -0.0691
C 4.724 5.014 1.966 -0.0075
H 7.832 3.794 1.984 0.1122
H 8.281 6.198 2.753 0.1046
H 6.354 7.737 3.104 0.1115
H 4.119 7.018 2.308 0.1158
H 3.753 4.656 1.706 0.1082
O -2.092 -7.409 -1.788 0.0802
N -2.442 -7.821 -0.714 -0.3531
O -2.845 -8.951 -0.495 0.0797
C -2.452 -6.924 0.430 -0.1406
C -1.895 -5.698 0.304 -0.0162
C -1.912 -4.857 1.432 -0.0518
C -2.570 -5.212 2.609 -0.0665
C -3.172 -6.450 2.659 -0.0873
C -3.161 -7.323 1.625 0.0165
H -1.355 -5.445 -0.613 0.1241
H -1.461 -3.847 1.452 0.1041
H -2.558 -4.469 3.447 0.0912
H -3.640 -6.811 3.552 0.1066
H -3.654 -8.289 1.659 0.1189
O -6.720 -0.383 -7.390 0.0689
N -5.910 0.509 -7.153 -0.3426
O -5.506 1.303 -7.982 0.0851
C -5.433 0.668 -5.757 -0.1403
C -4.221 1.281 -5.518 -0.0153
C -3.746 1.351 -4.221 -0.0519
C -4.493 0.779 -3.193 -0.1012
C -5.681 0.166 -3.448 -0.0974
C -6.196 0.075 -4.718 0.0159
H -3.715 1.698 -6.372 0.1230
H -2.799 1.779 -3.978 0.1011
H -4.161 0.793 -2.169 0.0836
H -6.297 -0.118 -2.590 0.1194
H -7.146 -0.356 -4.951 0.1133
O 0.227 1.307 -9.949 0.0879
N 0.563 2.020 -9.048 -0.3771
O 1.070 3.081 -9.176 0.0954
C 0.423 1.497 -7.630 -0.1256
C 0.891 2.300 -6.574 0.0098
C 0.820 1.766 -5.286 -0.0590
C 0.140 0.548 -5.128 -0.0582
C -0.503 -0.099 -6.208 -0.0516
C -0.256 0.343 -7.481 -0.0204
H 1.349 3.226 -6.886 0.1078
H 1.294 2.302 -4.470 0.0921
H 0.040 0.174 -4.098 0.1012
H -1.161 -0.929 -6.072 0.0772
H -0.646 -0.147 -8.352 0.1252
O 2.694 -5.769 1.043 0.0842
N 3.072 -4.813 1.665 -0.3595
O 4.077 -4.185 1.378 0.0657
C 2.407 -4.395 2.916 -0.1488
C 2.859 -3.275 3.592 -0.0118
C 2.110 -2.779 4.693 -0.0688
C 0.864 -3.360 4.956 -0.0613
C 0.395 -4.453 4.187 -0.0635
C 1.195 -5.029 3.203 0.0016
H 3.786 -2.789 3.240 0.1274
H 2.455 -1.830 5.141 0.0994
H 0.148 -3.006 5.689 0.0913
H -0.622 -4.835 4.388 0.0847
H 0.902 -5.836 2.538 0.1148
O -0.839 3.859 -0.781 0.0620
N -0.746 3.566 0.394 -0.3534
O 0.250 3.848 0.989 0.0761
C -1.781 2.797 1.096 -0.1238
C -1.533 2.346 2.408 -0.0072
C -2.520 1.624 3.016 -0.0668
C -3.724 1.430 2.324 -0.0888
C -3.972 1.796 1.035 -0.0746
C -2.992 2.574 0.392 0.0252
H -0.745 2.752 3.049 0.1327
H -2.370 1.269 4.018 0.1086
H -4.568 1.004 2.855 0.1088
H -4.979 1.685 0.638 0.1197
H -3.209 3.011 -0.569 0.1156
O -3.373 -1.311 -6.799 0.0529
N -3.238 -2.513 -6.709 -0.3455
O -3.068 -3.225 -7.660 0.1031
C -3.124 -3.123 -5.363 -0.1204
C -3.335 -2.299 -4.253 0.0100
C -3.328 -2.925 -3.008 -0.0430
C -3.003 -4.270 -2.860 -0.0859
C -2.683 -5.033 -3.917 -0.0616
C -2.862 -4.490 -5.201 0.0237
H -3.539 -1.262 -4.320 0.0726
H -3.577 -2.307 -2.119 0.1033
H -3.019 -4.681 -1.870 0.0819
H -2.227 -6.012 -3.801 0.1032
H -2.785 -5.111 -6.079 0.1158
O 4.774 5.323 -5.978 0.0783
N 3.675 5.685 -5.615 -0.3507
O 2.845 6.132 -6.375 0.0654
C 3.166 5.257 -4.263 -0.1267
C 4.094 4.871 -3.293 0.0129
C 3.581 4.415 -2.065 -0.0454
C 2.205 4.395 -1.872 -0.0760
C 1.329 4.866 -2.823 -0.0772
C 1.776 5.239 -4.073 -0.0075
H 5.143 4.918 -3.515 0.1112
H 4.118 4.026 -1.223 0.0821
H 1.829 4.176 -0.890 0.0775
H 0.292 4.889 -2.623 0.0817
H 1.135 5.638 -4.855 0.1226
O -2.617 -0.541 -0.595 0.0408
N -2.152 -0.908 0.468 -0.3069
O -2.769 -1.513 1.333 0.0423
C -0.703 -0.557 0.691 -0.1519
C -0.145 -0.860 1.923 0.0022
C 1.211 -0.525 2.128 -0.0339
C 1.926 0.121 1.125 -0.0441
C 1.284 0.478 -0.048 -0.0491
C -0.060 0.167 -0.298 -0.0078
H -0.801 -1.305 2.674 0.1134
H 1.709 -0.843 3.047 0.0757
H 2.953 0.415 1.293 0.0926
H 1.809 0.975 -0.882 0.1194
H -0.566 0.361 -1.220 0.1076
C -3.955 -4.046 7.703 -0.0524
N -4.195 -3.114 6.606 0.0019
C -3.409 -2.950 5.532 -0.5345
C -3.910 -2.086 4.368 0.0064
O -2.312 -3.463 5.397 0.0055
H -3.004 -4.517 7.424 0.0843
H -4.790 -4.749 7.766 0.0869
H -3.781 -3.515 8.655 0.0878
H -5.142 -2.758 6.470 0.1434
H -4.857 -2.403 3.968 0.0835
H -3.129 -1.934 3.624 0.0517
H -4.033 -1.069 4.733 0.0717
```

Its HOMO-LUMO gap is 0.3154 Ha. The SMILES is O=[N+]([O-])c1ccccc1.O=[N+]([O-])c1ccccc1.O=[N+]([O-])c1ccccc1.O=[N+]([O-])c1ccccc1.O=[N+]([O-])c1ccccc1.O=[N+]([O-])c1ccccc1.O=[N+]([O-])c1ccccc1.O=[N+]([O-])c1ccccc1.O=[N+]([O-])c1ccccc1.O=[N+]([O-])c1ccccc1.CNC(C)=O.

---

Molecular formula: C4H8S2Se
Method: DFT, ωB97M-V/def2-TZVPD

```
15
Properties=species:S:1:pos:R:3:nbo_charge:R:1
C 1.073 -1.831 0.253 -0.6828
C 1.128 0.540 -1.106 -0.5575
C -0.843 0.013 0.556 -0.3327
C -0.181 0.930 -0.441 -0.3887
S -2.526 -0.520 0.298 0.0303
S -0.093 2.699 0.298 -0.0654
Se 2.316 -0.477 0.104 0.3525
H 1.176 -2.451 1.229 0.2382
H 0.488 -1.982 -0.685 0.2132
H 0.988 -0.192 -1.874 0.2218
H 1.608 1.499 -1.372 0.2529
H -0.477 0.236 1.577 0.2089
H -0.865 0.861 -1.291 0.2227
H -2.393 -1.113 1.531 0.1536
H -1.251 3.035 -0.261 0.1329
```

Its HOMO-LUMO gap (alpha / beta) is 0.2724 / 0.2755 Ha.

---

Molecular formula: C8H10N2O2
Method: DFT, ωB97M-V/def2-TZVPD

```
22
Properties=species:S:1:pos:R:3:nbo_charge:R:1
C -1.641 -1.786 1.249 -0.6529
C -0.691 -1.089 0.328 -0.0220
C 0.553 -1.412 0.013 -0.2084
C 1.491 -0.755 -0.957 -0.2331
C 1.680 0.544 -1.097 -0.1517
C 0.761 1.524 -0.330 -0.1573
N 0.906 3.013 -0.465 -0.8361
C -0.550 1.151 -0.820 0.1129
N -1.191 2.037 -1.937 0.5588
O -2.363 2.319 -1.782 -0.3706
O -0.401 2.404 -2.740 -0.3581
C -1.212 0.167 -0.284 -0.2291
H -2.526 -1.197 1.491 0.2253
H -1.216 -1.916 2.247 0.2322
H -2.183 -2.653 0.902 0.2324
H 1.046 -2.393 0.254 0.2149
H 2.205 -1.415 -1.447 0.2195
H 2.495 0.986 -1.724 0.2205
H 0.815 1.276 0.777 0.2242
H 1.290 3.381 0.374 0.3718
H 1.408 3.245 -1.319 0.3782
H -2.252 0.008 -0.623 0.2289
```

Its HOMO-LUMO gap is 0.3508 Ha. The SMILES is CC1=CC=C[C@@H](N)C([N+](=O)[O-])=C1.

---

Molecular formula: C84H118B6F24N12O8
Method: DFT, ωB97M-V/def2-TZVPD

```
252
Properties=species:S:1:pos:R:3:lowdin_charge:R:1
C -21.554 -30.454 -8.678 -0.0652
C -21.844 -28.959 -8.799 -0.2074
C -20.646 -28.064 -9.264 -0.1038
N -20.686 -26.635 -8.842 -0.2736
C -22.058 -26.166 -8.799 -0.0024
C -19.680 -25.782 -9.609 -0.0760
C -19.519 -24.509 -8.730 -0.1520
C -19.713 -24.938 -7.317 -0.1340
C -20.056 -26.471 -7.418 -0.0404
H -20.762 -30.685 -7.997 0.0692
H -21.488 -30.940 -9.691 0.0762
H -22.408 -30.952 -8.249 0.0761
H -22.257 -28.631 -7.848 0.1064
H -22.605 -28.757 -9.521 0.0671
H -20.727 -28.138 -10.359 0.1104
H -19.671 -28.423 -8.921 0.1303
H -22.492 -26.262 -9.808 0.1127
H -22.002 -25.106 -8.505 0.1159
H -22.658 -26.818 -8.145 0.1021
H -20.021 -25.445 -10.604 0.1106
H -18.778 -26.390 -9.736 0.1241
H -20.275 -23.774 -9.014 0.1209
H -18.542 -24.221 -8.997 0.0733
H -20.526 -24.523 -6.777 0.0952
H -18.844 -24.754 -6.676 0.1250
H -20.775 -26.869 -6.655 0.1458
H -19.221 -27.185 -7.480 0.1281
C -25.287 -24.165 -8.724 -0.0650
C -24.937 -24.226 -10.262 -0.1794
C -26.255 -24.379 -11.101 -0.0996
N -26.032 -24.117 -12.568 -0.2639
C -25.680 -22.649 -12.708 0.0419
C -27.152 -24.493 -13.419 -0.1171
C -26.543 -24.632 -14.843 -0.1074
C -25.063 -25.056 -14.624 -0.0966
C -24.872 -25.009 -13.107 -0.0438
H -24.678 -24.772 -8.104 0.0401
H -26.323 -24.405 -8.530 0.0725
H -25.119 -23.154 -8.332 0.0742
H -24.320 -25.132 -10.368 0.0765
H -24.286 -23.410 -10.547 0.0829
H -27.005 -23.674 -10.805 0.1234
H -26.725 -25.364 -10.910 0.1394
H -24.881 -22.410 -11.991 0.0992
H -26.561 -22.005 -12.752 0.1151
H -25.229 -22.441 -13.660 0.1018
H -27.949 -23.797 -13.201 0.1326
H -27.592 -25.469 -13.263 0.1362
H -26.603 -23.688 -15.370 0.1038
H -27.152 -25.285 -15.469 0.1162
H -24.353 -24.435 -15.041 0.0877
H -24.968 -26.034 -15.077 0.0884
H -23.966 -24.542 -12.776 0.0908
H -25.107 -25.922 -12.498 0.1269
C -18.959 -31.500 -17.226 0.0615
N -20.332 -31.639 -16.596 -0.0547
C -21.285 -31.187 -17.389 -0.0183
C -22.603 -31.419 -17.128 0.0395
C -22.961 -32.155 -16.027 -0.0944
C -21.959 -32.651 -15.130 0.0558
C -20.691 -32.224 -15.430 0.0057
C -24.361 -32.533 -15.740 -0.1268
C -25.470 -31.782 -16.118 0.0570
C -26.734 -32.217 -15.795 0.0197
N -26.922 -33.425 -15.269 -0.0323
C -25.864 -34.177 -14.974 -0.0004
C -24.592 -33.790 -15.258 0.0261
C -28.310 -33.945 -15.055 0.0784
H -18.934 -32.391 -17.883 0.1195
H -18.217 -31.477 -16.395 0.1048
H -18.971 -30.590 -17.759 0.0786
H -21.005 -30.570 -18.213 0.1470
H -23.309 -30.900 -17.704 0.0747
H -22.131 -33.127 -14.152 0.1095
H -19.813 -32.572 -14.863 0.1403
H -25.289 -30.783 -16.556 0.1101
H -27.647 -31.616 -16.005 0.1677
H -26.085 -35.110 -14.433 0.1465
H -23.806 -34.390 -14.913 0.0992
H -28.387 -34.024 -13.980 0.0957
H -28.454 -34.800 -15.668 0.0782
H -29.022 -33.240 -15.402 0.0688
C -12.046 -19.991 -7.913 0.0152
N -12.908 -20.674 -8.868 -0.0951
C -12.318 -21.335 -9.864 -0.0028
C -13.031 -22.055 -10.807 0.0774
C -14.460 -22.087 -10.636 -0.0872
C -15.006 -21.309 -9.634 0.0178
C -14.243 -20.667 -8.738 0.0018
C -15.372 -22.867 -11.555 -0.1442
C -14.983 -23.930 -12.311 0.0220
C -15.869 -24.508 -13.200 0.0509
N -17.052 -23.925 -13.463 -0.0530
C -17.446 -22.843 -12.751 0.0262
C -16.627 -22.365 -11.788 0.0271
C -18.028 -24.478 -14.400 0.0380
H -12.019 -20.600 -7.002 0.1156
H -12.576 -19.096 -7.521 0.1133
H -11.069 -19.683 -8.272 0.1081
H -11.242 -21.271 -9.918 0.1457
H -12.495 -22.628 -11.576 0.1416
H -16.054 -21.188 -9.451 0.1293
H -14.638 -20.170 -7.886 0.1454
H -14.048 -24.412 -12.209 0.1243
H -15.616 -25.414 -13.739 0.1525
H -18.447 -22.515 -12.960 0.1270
H -17.051 -21.482 -11.309 0.1359
H -18.893 -24.831 -13.770 0.0794
H -17.557 -25.298 -14.945 0.1071
H -18.416 -23.700 -15.033 0.1152
C -27.359 -39.636 -14.084 0.0269
N -25.994 -39.141 -14.225 -0.0699
C -25.066 -40.014 -13.625 -0.2818
C -23.693 -39.575 -13.800 0.0260
C -23.429 -38.413 -14.421 -0.1950
C -24.431 -37.510 -14.874 -0.0295
C -25.689 -37.986 -14.741 -0.0721
C -22.023 -37.931 -14.640 -0.0973
C -21.191 -38.715 -15.405 0.0220
C -19.889 -38.417 -15.589 0.0215
N -19.372 -37.390 -14.871 -0.0988
C -20.113 -36.676 -13.988 0.0145
C -21.476 -36.835 -13.961 0.0766
C -18.105 -36.819 -15.134 -0.0168
H -28.036 -38.941 -14.607 0.0745
H -27.720 -39.800 -13.030 0.1082
H -27.260 -40.665 -14.459 0.1067
H -25.206 -41.044 -14.019 0.1643
H -22.937 -40.351 -13.741 0.1328
H -24.295 -36.570 -15.374 0.0839
H -26.572 -37.399 -15.102 0.1351
H -21.568 -39.583 -15.784 0.1070
H -19.198 -38.883 -16.245 0.1391
H -19.696 -35.807 -13.520 0.0776
H -22.029 -36.179 -13.335 0.1302
H -17.808 -36.964 -16.172 0.0996
H -17.264 -37.365 -14.578 0.1372
H -18.095 -35.739 -14.897 0.1122
C -28.193 -30.883 -11.372 0.0209
N -26.982 -30.622 -12.128 -0.0561
C -25.959 -31.436 -11.961 0.0176
C -24.736 -31.129 -12.555 0.0227
C -24.641 -30.058 -13.352 -0.1673
C -25.803 -29.340 -13.701 0.0703
C -26.993 -29.580 -13.004 0.0378
C -23.313 -29.516 -13.613 -0.1418
C -23.069 -28.693 -14.703 0.0678
C -21.819 -28.087 -14.805 0.0518
N -20.891 -28.244 -13.823 -0.0328
C -21.121 -29.143 -12.809 0.0162
C -22.305 -29.859 -12.762 0.0096
C -19.696 -27.338 -13.703 0.0280
H -27.955 -31.370 -10.438 0.0964
H -28.803 -31.676 -11.878 0.1049
H -28.750 -29.945 -11.089 0.1330
H -26.120 -32.266 -11.263 0.1442
H -23.878 -31.697 -12.254 0.1189
H -25.730 -28.546 -14.473 0.1144
H -27.900 -29.051 -13.067 0.1300
H -23.793 -28.434 -15.441 0.0797
H -21.527 -27.410 -15.585 0.1464
H -20.318 -29.292 -12.053 0.1493
H -22.482 -30.401 -11.773 0.1340
H -19.770 -26.840 -12.687 0.1102
H -19.738 -26.567 -14.472 0.0829
H -18.861 -27.990 -13.824 0.0559
C -31.042 -35.597 -8.601 0.0670
N -31.482 -35.623 -10.033 -0.0818
C -30.919 -36.396 -10.881 -0.0226
C -31.357 -36.483 -12.202 0.0781
C -32.381 -35.670 -12.640 -0.1066
C -32.923 -34.788 -11.690 0.0443
C -32.525 -34.809 -10.394 0.0166
C -32.684 -35.623 -14.095 -0.0958
C -32.788 -34.366 -14.706 0.0775
C -33.293 -34.287 -16.004 0.0445
N -33.565 -35.386 -16.744 -0.0873
C -33.454 -36.599 -16.173 0.0054
C -33.128 -36.742 -14.833 0.0608
C -33.815 -35.240 -18.164 0.0236
H -30.038 -35.192 -8.550 0.1078
H -31.109 -36.624 -8.248 0.1067
H -31.821 -34.947 -8.108 0.1167
H -30.171 -37.067 -10.428 0.1691
H -30.856 -37.105 -12.918 0.1135
H -33.734 -34.121 -11.978 0.1448
H -32.881 -34.067 -9.702 0.1413
H -32.465 -33.484 -14.176 0.0971
H -33.486 -33.317 -16.479 0.1636
H -33.685 -37.453 -16.760 0.1417
H -32.972 -37.786 -14.526 0.1505
H -34.234 -36.161 -18.541 0.1015
H -32.857 -34.980 -18.644 0.1277
H -34.566 -34.495 -18.366 0.1043
B -31.042 -31.460 -13.715 -1.1048
F -30.695 -32.483 -12.776 0.0688
F -30.407 -31.684 -14.971 0.0703
F -32.450 -31.390 -13.837 0.0873
F -30.507 -30.147 -13.205 -0.0115
B -17.490 -28.805 -15.614 -1.1800
F -16.932 -29.677 -16.595 0.0713
F -18.231 -29.620 -14.637 0.0181
F -16.494 -28.066 -14.959 0.1047
F -18.357 -27.926 -16.294 0.0916
B -29.523 -37.297 -16.013 -1.1917
F -29.921 -36.919 -14.659 0.0355
F -30.414 -36.676 -16.866 0.1389
F -28.202 -36.923 -16.189 0.1139
F -29.581 -38.755 -15.958 0.0375
B -27.752 -34.765 -11.191 -1.0768
F -27.403 -34.113 -10.036 0.1395
F -26.919 -34.051 -12.292 -0.0453
F -27.591 -36.185 -11.240 0.0865
F -29.116 -34.414 -11.497 0.0661
B -21.142 -23.559 -13.051 -1.2037
F -21.276 -24.100 -14.360 0.0904
F -20.366 -24.534 -12.294 0.0218
F -20.544 -22.324 -13.072 0.1488
F -22.392 -23.519 -12.392 0.0898
B -25.011 -28.082 -10.555 -1.1910
F -24.051 -27.607 -11.483 0.0994
F -26.355 -27.811 -11.036 0.0664
F -24.683 -29.458 -10.404 0.1140
F -24.894 -27.382 -9.340 0.1147
C -25.193 -27.702 -18.976 -0.0111
C -25.025 -28.373 -17.656 -0.7631
O -24.351 -29.422 -17.599 -0.1088
O -25.555 -27.913 -16.634 -0.0541
H -24.144 -27.515 -19.348 0.1011
H -25.785 -26.826 -18.912 0.0558
H -25.692 -28.449 -19.622 0.0899
C -14.800 -26.431 -8.667 -0.0254
C -15.345 -25.259 -9.436 -0.7024
O -14.440 -24.413 -9.721 -0.0610
O -16.576 -25.242 -9.643 -0.0335
H -14.935 -26.308 -7.566 0.0929
H -13.756 -26.602 -8.854 0.0635
H -15.335 -27.276 -9.048 0.0611
C -19.223 -32.878 -11.239 -0.0288
C -20.280 -33.235 -12.175 -0.6739
O -21.387 -32.578 -12.062 -0.0923
O -20.037 -34.157 -13.048 -0.1232
H -18.309 -33.428 -11.415 0.0756
H -19.650 -33.016 -10.253 0.0788
H -19.005 -31.774 -11.244 0.0918
C -26.073 -39.638 -10.092 0.0193
C -25.298 -39.310 -11.301 -0.4904
O -25.493 -40.275 -12.242 0.0017
O -24.725 -38.244 -11.543 0.0970
H -25.665 -40.557 -9.623 0.1050
H -27.053 -39.924 -10.478 0.0881
H -26.158 -38.895 -9.327 0.0831
```

Its HOMO-LUMO gap is 0.1935 Ha. Its total charge is +2.

---

Energy above the lowest of the compared OMol25 structures with the same formula, charge and spin / kcal per mole: 0.0 52.8 136.4 3.6